Record 1
C5H13N2 | ωB97M-V with the def2-TZVPD basis set

ORCA input file:
```
! wB97M-V def2-TZVPD RIJCOSX def2/J DEFGRID3
* xyz 1 1
N -1.24350 -2.04839 -1.01711
N 0.38023 2.27692 1.49559
C -2.68630 -2.25021 -0.90953
C -0.60643 -0.95864 -1.17287
C 2.06060 0.50832 1.59545
C 1.21533 1.33079 0.89845
C 1.31242 1.36286 -0.62149
H -3.24431 -1.31750 -0.73459
H 2.56955 -0.31783 1.12052
H 0.24702 2.20760 2.49218
H -0.45738 2.48232 0.96921
H 0.32042 1.31057 -1.09300
H 2.28672 0.73088 2.65454
H -0.69018 -2.91052 -1.11746
H 2.04345 0.62759 -1.00383
H 0.49420 -1.00109 -1.18290
H -2.78369 -2.91575 -0.04194
H -3.07124 -2.76248 -1.79271
H -1.12401 -0.02715 -1.34187
H 1.67855 2.33489 -1.01754
*
```

gap between HOMO and LUMO	5.8694	eV
electronic energy	-8367.614	eV
HOMO energy	-11.06	eV
relative energy (zero: lowest compared OMol25 entry of this formula, charge and spin)	308.37	kJ/mol

---

Record 2
C5H13N2 | ωB97M-V with the def2-TZVPD basis set

ORCA input file:
```
! wB97M-V def2-TZVPD RIJCOSX def2/J DEFGRID3
* xyz 1 3
N -1.75426 1.15483 -0.17462
N -2.14921 -1.14300 0.37880
C 0.85029 0.73280 -1.23280
C 0.94732 -1.46603 -0.17980
C 0.39777 -0.00023 -0.01614
C -1.35806 -0.05550 0.07781
C 0.87670 0.72600 1.19195
H 0.50632 -1.90864 -1.19526
H -2.76010 1.41827 -0.03519
H 0.39047 1.71048 -1.55009
H 0.70597 -2.00656 0.73317
H -1.65637 -2.01058 0.68024
H -1.16043 1.88320 -0.58443
H 1.40260 1.56058 0.88863
H 1.58310 0.18077 1.79410
H -3.15295 -1.02518 0.55837
H 1.95050 0.70698 -1.02794
H 2.08009 -1.44446 -0.19527
H 0.74964 0.28176 -2.24690
H 0.04349 0.84943 1.91010
*
```

gap between HOMO and LUMO (spin up / spin down)	6.9603 / 6.2007	eV
electronic energy	-8363.264	eV
HOMO energy (spin up / spin down)	-10.34 / -14.94	eV
relative energy (zero: lowest compared OMol25 entry of this formula, charge and spin)	145.61	kJ/mol

---

Record 3
C5H13N2 | ωB97M-V with the def2-TZVPD basis set

ORCA input file:
```
! wB97M-V def2-TZVPD RIJCOSX def2/J DEFGRID3
* xyz 2 2
N 0.17225 -0.97768 -2.04464
N -1.00219 -0.46724 1.47961
C 1.59757 0.69719 -0.92359
C -1.93236 -0.13276 2.56879
C 1.11829 0.14418 0.43021
C 0.47524 0.60878 -1.97336
C -0.11941 0.41685 0.79683
H -0.46890 1.47524 0.38333
H -0.44998 1.05387 -1.71793
H 0.51854 -1.53057 -2.79453
H -2.57570 0.74203 2.39846
H 0.46157 -1.18548 -1.03142
H 1.86731 -0.52522 0.94289
H -1.13562 -1.43646 1.02663
H -1.13704 0.30928 3.26396
H 2.54892 0.38388 -1.30372
H 1.70978 1.75525 -0.75100
H -0.71108 -1.25384 -1.99962
H 0.70983 0.90106 -3.00683
H -2.36402 -0.98000 3.15170
*
```

gap between HOMO and LUMO (spin up / spin down)	10.4536 / 7.8588	eV
electronic energy	-8354.648	eV
HOMO energy (spin up / spin down)	-18.89 / -19.43	eV
relative energy (zero: lowest compared OMol25 entry of this formula, charge and spin)	363.96	kJ/mol

---

Record 4
C5H13N2O | ωB97M-V with the def2-TZVPD basis set

ORCA input file:
```
! wB97M-V def2-TZVPD RIJCOSX def2/J DEFGRID3
* xyz -1 1
O 0.14400 -3.13780 -1.14355
N -0.32783 3.32464 0.94405
N 0.10859 1.14007 0.00893
C 0.07222 -0.31581 0.21078
C 1.13523 -0.93452 -0.67223
C 1.22309 -2.50003 -0.59263
C -0.70876 1.93027 0.88061
C -1.29865 -0.88775 -0.10517
H 0.30614 -0.48282 1.25535
H -0.01085 1.39241 -0.96635
H -2.08720 -0.62088 0.60986
H -1.78867 1.90866 0.64798
H -0.71882 1.52586 1.89989
H 2.13791 -0.53512 -0.49640
H -0.36349 3.71821 0.01555
H -1.20218 -1.98677 -0.17278
H -1.59154 -0.66866 -1.12787
H 2.07327 -2.80120 -1.23878
H 0.88012 -0.76005 -1.73297
H 0.62886 3.37980 1.27795
H 1.38855 -2.68851 0.49777
*
```

gap between HOMO and LUMO	5.9543	eV
electronic energy	-10422.769	eV
HOMO energy	-2.21	eV
SMILES	C[C@@H](CC[O-])NCN
relative energy (zero: lowest compared OMol25 entry of this formula, charge and spin)	89.71	kJ/mol

---

Record 5
C5H13N2O | ωB97M-V with the def2-TZVPD basis set

ORCA input file:
```
! wB97M-V def2-TZVPD RIJCOSX def2/J DEFGRID3
* xyz -1 1
O 3.04721 -1.31829 -1.39451
N -2.91624 -1.56769 0.58819
N 1.78297 1.60607 0.79755
C -2.37141 -0.32641 -0.30518
C 1.68572 0.56874 -0.24730
C -0.97866 0.25553 0.35515
C 2.42961 -0.81196 -0.22460
C -0.04833 0.73083 -0.66442
H 1.26080 0.36558 0.97483
H -2.04692 -0.89223 -1.14980
H -2.75780 0.64024 -0.56294
H -0.75796 -0.66465 0.93688
H -0.10998 1.71242 -1.01567
H 3.19014 -0.62140 0.62797
H 1.77718 -1.60661 0.17228
H 2.11464 1.09874 -1.09630
H -2.90793 -0.31047 0.73171
H 0.07443 0.12623 -1.52112
H -1.21831 1.05517 1.14049
H -3.86146 -1.60750 0.47440
H 2.61230 1.56766 1.38238
*
```

gap between HOMO and LUMO	6.0404	eV
electronic energy	-10413.697	eV
HOMO energy	-2.64	eV
relative energy (zero: lowest compared OMol25 entry of this formula, charge and spin)	965.06	kJ/mol

---

Record 6
C5H13N2O | ωB97M-V with the def2-TZVPD basis set

ORCA input file:
```
! wB97M-V def2-TZVPD RIJCOSX def2/J DEFGRID3
* xyz -1 1
O 0.62739 0.44458 0.33288
N -0.91628 -1.57240 -0.06867
N -4.11515 -1.24859 -1.97234
C 2.85060 2.37140 0.28942
C -3.09571 -1.84246 -1.12761
C 2.48280 1.48117 1.46814
C 1.78919 0.19239 0.99647
C -1.98299 -1.16026 -0.82633
H -4.21431 -1.75760 -2.84631
H -3.25802 -2.85429 -0.76484
H -1.18598 -2.11510 0.74025
H 1.97023 2.48666 -0.34134
H 1.77389 2.00907 2.11551
H -0.21846 -0.72908 0.15156
H 1.64654 -0.44347 1.90281
H 2.53266 -0.36088 0.37356
H 3.63361 1.90896 -0.31298
H -5.02155 -1.24755 -1.52461
H 3.19047 3.35928 0.59971
H -1.86074 -0.16274 -1.24733
H 3.37181 1.24090 2.06207
*
```

gap between HOMO and LUMO	7.2130	eV
electronic energy	-10423.040	eV
HOMO energy	-3.28	eV
relative energy (zero: lowest compared OMol25 entry of this formula, charge and spin)	63.52	kJ/mol

---

Record 7
C5H13N2O | ωB97M-V with the def2-TZVPD basis set

ORCA input file:
```
! wB97M-V def2-TZVPD RIJCOSX def2/J DEFGRID3
* xyz -1 1
O 2.57046 -0.53558 -0.72046
N 1.02356 0.97410 2.25784
N -1.64785 0.39388 0.28008
C -2.45211 -0.75877 -0.12658
C 0.69587 1.15328 0.84583
C 0.22553 -0.63157 -1.18995
C -0.17048 0.05192 0.23409
C 1.67067 -0.16206 -1.60751
H -2.52282 -1.12723 -1.30778
H 1.92955 1.35281 2.43726
H 1.64214 1.22356 0.19030
H 0.20698 -1.67610 -1.06304
H -2.12391 -1.75338 0.38357
H -1.76480 0.90039 1.18540
H 1.22667 -0.03722 2.40469
H 1.61833 1.03185 -1.77585
H -0.03986 -0.65823 1.07282
H 0.32429 2.17551 0.83677
H -3.52489 -0.87970 0.15779
H 1.79706 -0.66923 -2.56547
H -0.68436 -0.36825 -1.92981
*
```

gap between HOMO and LUMO	6.3253	eV
electronic energy	-10420.871	eV
HOMO energy	-2.53	eV
SMILES	CN[C@H](CN)CC[O-]
relative energy (zero: lowest compared OMol25 entry of this formula, charge and spin)	272.85	kJ/mol

---

Record 8
C5H13N2O | ωB97M-V with the def2-TZVPD basis set

ORCA input file:
```
! wB97M-V def2-TZVPD RIJCOSX def2/J DEFGRID3
* xyz -2 2
O -2.70155 0.05903 -1.65626
N -1.47284 -1.55656 0.04152
N 1.89439 -0.26409 1.11765
C -0.63981 -0.41891 0.45052
C 2.96389 0.21391 0.19826
C -0.68721 0.81306 -0.36034
C 0.80036 -1.10060 0.40919
C -2.23033 1.07041 -0.96858
H 2.79296 1.37709 0.04147
H 2.94579 -0.26285 -0.69229
H 0.60882 -2.05801 0.99281
H -0.45729 1.77346 -0.00584
H -2.81887 1.33327 -0.01971
H 1.39175 0.59437 1.37050
H -0.18014 0.92821 -1.28491
H -2.25359 2.06571 -1.52371
H -1.09787 -0.00461 1.37907
H -2.19525 -1.19330 -0.63831
H 1.05327 -1.39810 -0.58063
H 4.02207 0.11132 0.75844
H -1.73857 -2.08281 0.97116
*
```

gap between HOMO and LUMO (spin up / spin down)	2.6639 / 7.0274	eV
electronic energy	-10416.887	eV
HOMO energy (spin up / spin down)	4.04 / -0.37	eV
relative energy (zero: lowest compared OMol25 entry of this formula, charge and spin)	220.06	kJ/mol